15
Properties=species:S:1:pos:R:3:forces:R:3:nbo_charge:R:1 method="wB97M-V/def2-TZVPD" relative_energy_kj_mol=531.9 max_force_ev_per_a=3.03 gap_ev="7.4 / 7.4" e_tot_ha=-913.54154
Cl -0.892 -2.256 0.746 0.4 2.0 -0.2 -0.3131
O -2.778 0.228 -0.337 -0.1 0.0 -0.3 -0.3464
O -2.353 0.541 1.748 0.0 0.1 0.3 -0.3361
N 1.608 0.402 1.112 -0.4 0.2 0.7 -0.3152
N -2.034 0.279 0.614 -0.8 0.5 0.1 0.4815
C -0.200 0.015 -1.071 -0.1 0.0 0.0 -0.5605
C -0.626 0.033 0.353 0.6 -2.9 -0.6 0.3005
C 0.346 0.403 1.342 0.0 0.3 0.7 0.0062
C 1.273 -0.138 -1.191 0.1 0.0 0.4 -0.1205
C 2.071 0.037 -0.122 0.2 -0.3 -1.1 -0.0539
H 0.005 0.682 2.330 -0.1 0.0 0.0 0.2331
H -0.517 0.954 -1.552 0.0 0.1 0.1 0.2809
H 1.676 -0.353 -2.168 0.1 0.0 -0.1 0.2279
H 3.145 -0.056 -0.180 0.0 0.0 -0.1 0.2133
H -0.723 -0.770 -1.625 0.0 0.2 0.1 0.3026